Computed, not measured: 6 unconnected molecules or ions with the total composition C14H44N7O6 at a distorted geometry, with the ωB97M-V functional and the def2-TZVPD basis.

Summary:
- HOMO-LUMO gap: 7.0 eV
- Charge: +1
- Molar mass: 406.55 g/mol
- E: -1394.098736 Eh
- Highest occupied orbital energy: -10.989 eV
- Relative energy (zero: lowest compared OMol25 entry of this formula, charge and spin): 659.7 kJ/mol

```
71
C14H44N7O6 | OMol25 | the ωB97M-V functional and the def2-TZVPD basis
O 14.17 -15.78 17.27
H 13.39 -15.44 16.82
H 14.98 -15.75 16.75
H 14.02 -16.65 17.66
C 20.91 -12.28 17.37
O 20.42 -13.21 16.76
N 20.56 -11.83 18.52
N 21.79 -11.49 16.83
H 21.04 -10.99 18.80
H 19.78 -12.24 19.01
H 21.80 -10.61 17.31
H 22.12 -11.73 15.90
C 8.66 -15.22 14.19
O 9.74 -15.55 14.56
N 7.52 -15.84 14.33
N 8.57 -14.32 13.38
H 7.53 -16.76 14.75
H 6.68 -15.40 13.99
H 7.69 -14.11 12.93
H 9.42 -13.78 13.23
C 14.08 -9.28 19.37
C 14.32 -10.76 19.58
C 14.87 -11.10 20.99
O 15.65 -12.39 20.83
C 16.42 -12.80 21.96
N 13.09 -11.39 19.16
H 14.89 -8.79 19.91
H 13.11 -8.84 19.63
H 14.16 -9.01 18.32
H 15.09 -11.01 18.86
H 14.03 -10.99 21.69
H 15.65 -10.37 21.19
H 17.12 -11.98 22.14
H 16.92 -13.76 21.96
H 15.70 -12.78 22.79
H 12.40 -11.46 19.89
H 12.62 -10.94 18.38
C 11.73 -19.20 21.81
C 13.10 -18.83 22.23
C 13.58 -19.51 23.57
O 14.95 -19.04 23.81
C 15.33 -19.22 25.12
N 14.08 -19.16 21.22
H 11.50 -20.25 21.61
H 11.39 -18.67 20.92
H 10.98 -19.06 22.59
H 13.16 -17.77 22.47
H 13.57 -20.60 23.51
H 12.92 -19.15 24.35
H 14.90 -18.62 25.92
H 16.41 -19.05 25.08
H 15.21 -20.28 25.35
H 14.87 -19.21 21.85
H 13.93 -20.15 21.15
C 17.51 -20.42 15.27
C 16.58 -20.17 14.09
C 15.14 -20.80 14.14
O 14.62 -20.74 12.80
C 13.42 -21.52 12.79
N 16.35 -18.72 13.93
H 17.78 -21.47 15.40
H 17.15 -20.06 16.23
H 18.40 -19.83 15.05
H 17.15 -20.47 13.21
H 14.39 -20.42 14.83
H 15.37 -21.81 14.48
H 12.61 -20.87 13.13
H 13.51 -22.32 13.52
H 13.25 -21.81 11.75
H 16.16 -18.79 12.95
H 17.23 -18.23 14.01
```

***

Computed, not measured: 10 unconnected molecules or ions with the total composition C14H46N17O11 at a distorted geometry, with the ωB97M-V functional and the def2-TZVPD basis.

Summary:
- HOMO-LUMO gap: 8.9 eV
- Charge: -1
- Molar mass: 628.63 g/mol
- E: -2319.971245 Eh
- Highest occupied orbital energy: -7.174 eV
- Relative energy (zero: lowest compared OMol25 entry of this formula, charge and spin): 0.0 kJ/mol

```
88
C14H46N17O11 | OMol25 | the ωB97M-V functional and the def2-TZVPD basis
C -0.09 -0.69 -0.52
C 0.34 0.63 -1.11
O 1.40 1.19 -0.73
O -0.37 1.10 -2.04
H 0.20 -1.49 -1.20
H -1.17 -0.75 -0.35
H 0.42 -1.04 0.38
C -0.97 -1.13 4.80
C -1.11 -1.87 3.48
C -0.12 -3.02 3.31
O -0.25 -3.53 1.98
C 0.70 -4.60 1.74
N -2.54 -2.26 3.60
H -0.03 -0.59 4.95
H -1.21 -1.78 5.64
H -1.69 -0.31 4.94
H -0.85 -1.20 2.64
H -0.39 -3.83 3.99
H 0.92 -2.74 3.51
H 1.48 -4.24 1.07
H 0.10 -5.35 1.22
H 1.14 -5.08 2.61
H -3.11 -1.44 3.74
H -2.91 -2.70 2.77
C -3.67 -3.65 0.41
O -4.89 -3.65 0.24
N -2.89 -2.86 -0.39
N -3.00 -4.17 1.45
H -1.92 -2.75 -0.13
H -3.40 -2.31 -1.05
H -1.98 -4.18 1.47
H -3.46 -4.67 2.18
C 1.17 2.74 2.76
O 1.45 3.09 3.91
N -0.02 2.27 2.30
N 2.14 2.80 1.82
H -0.72 2.10 3.01
H -0.25 2.02 1.36
H 1.91 2.53 0.87
H 3.05 3.13 2.07
C -3.18 1.94 1.54
O -2.75 1.72 2.69
N -3.34 0.94 0.64
N -3.47 3.17 1.10
H -2.94 0.04 0.85
H -3.66 1.11 -0.29
H -3.22 3.87 1.78
H -3.47 3.32 0.10
C 3.49 -1.32 2.41
O 3.69 -1.71 3.58
N 2.34 -0.78 1.98
N 4.52 -1.29 1.55
H 2.44 -0.12 1.23
H 1.62 -0.75 2.68
H 4.22 -1.56 0.62
H 5.44 -1.52 1.88
C -0.26 0.76 -5.95
O -0.19 0.51 -7.15
N -0.98 1.65 -5.29
N 0.33 -0.07 -5.02
H -1.44 2.27 -5.94
H -0.98 1.79 -4.29
H 0.95 -0.81 -5.27
H 0.34 0.39 -4.12
C -2.85 3.81 -2.39
O -3.78 4.53 -2.77
N -1.72 4.26 -1.78
N -2.83 2.45 -2.53
H -1.59 5.26 -1.75
H -0.90 3.67 -1.83
H -1.93 2.01 -2.34
H -3.66 2.05 -2.93
C 3.54 -2.51 -1.50
O 3.15 -2.82 -0.35
N 4.31 -3.25 -2.29
N 3.18 -1.26 -1.85
H 4.59 -2.78 -3.14
H 4.72 -4.08 -1.91
H 3.17 -1.01 -2.83
H 2.78 -0.59 -1.21
C 2.22 4.39 -2.72
O 2.68 5.51 -2.97
N 1.61 3.51 -3.55
N 2.28 3.94 -1.44
H 1.58 2.53 -3.29
H 1.52 3.68 -4.54
H 2.03 2.98 -1.23
H 2.95 4.45 -0.88
```

***

Computed, not measured: 9 unconnected molecules or ions with the total composition C14H46N8O12 at a distorted geometry, with the ωB97M-V functional and the def2-TZVPD basis.

Summary:
- HOMO-LUMO gap: 9.8 eV
- Molar mass: 518.57 g/mol
- E: -1902.018481 Eh
- SMILES: NC(N)=O.NC(N)=O.NC(N)=O.NC(N)=O.OCCO.OCCO.OCCO.CCO.CCO
- Highest occupied orbital energy: -9.438 eV

```
80
C14H46N8O12 | OMol25 | the ωB97M-V functional and the def2-TZVPD basis
C -4.05 0.96 -0.70
O -3.55 1.34 0.40
N -3.74 -0.32 -1.12
N -4.72 1.77 -1.51
H -4.29 -0.64 -1.92
H -3.44 -1.07 -0.53
H -4.65 2.70 -1.21
H -5.04 1.57 -2.40
C 2.59 4.90 0.78
O 1.75 4.12 1.21
N 3.38 4.63 -0.33
N 2.86 6.06 1.45
H 4.10 5.18 -0.84
H 3.20 3.80 -0.90
H 3.53 6.83 1.22
H 2.12 6.40 2.01
C 2.22 1.35 -1.73
O 3.22 2.12 -1.60
N 0.93 1.70 -1.49
N 2.51 0.14 -2.20
H 0.26 1.02 -1.74
H 0.67 2.61 -1.08
H 3.51 0.07 -2.20
H 1.83 -0.51 -2.63
C -0.74 -1.68 0.67
O -1.10 -2.41 -0.23
N -1.49 -1.63 1.81
N 0.40 -0.99 0.71
H -0.94 -1.12 2.50
H -1.89 -2.47 2.20
H 0.63 -0.13 1.21
H 0.90 -0.99 -0.17
C 3.79 -0.81 1.10
C 3.69 0.64 1.45
O 2.41 0.96 2.01
H 4.84 -1.11 0.99
H 3.31 -0.93 0.16
H 3.45 -1.59 1.87
H 3.74 1.28 0.60
H 4.41 0.98 2.22
H 2.05 1.84 1.79
C 2.00 -1.57 4.69
C 1.00 -0.44 4.79
O -0.16 -0.91 5.46
H 1.81 -2.14 5.62
H 2.99 -1.13 4.62
H 1.85 -2.17 3.78
H 0.74 -0.01 3.85
H 1.39 0.39 5.35
H -0.95 -0.45 5.06
C 2.02 -3.32 -3.91
C 1.43 -3.10 -2.52
O 0.50 -2.00 -2.67
O 1.06 -3.61 -4.94
H 2.65 -4.22 -3.81
H 2.69 -2.57 -4.30
H 2.23 -2.82 -1.90
H 0.98 -4.05 -2.22
H -0.20 -2.22 -1.96
H 0.50 -2.80 -5.02
C -3.79 -1.82 -4.55
C -2.82 -2.84 -3.92
O -3.63 -3.88 -3.35
O -4.92 -1.44 -3.74
H -4.15 -2.20 -5.45
H -3.27 -0.90 -4.84
H -2.28 -2.41 -3.05
H -2.03 -3.12 -4.60
H -3.95 -4.32 -4.10
H -5.28 -2.30 -3.47
C -1.53 2.43 2.79
C -2.79 1.78 3.44
O -2.53 0.44 3.85
O -1.01 1.73 1.64
H -0.71 2.42 3.52
H -1.73 3.51 2.53
H -3.64 1.95 2.82
H -2.89 2.30 4.36
H -2.38 -0.01 3.00
H -1.87 1.26 1.35
```

***

Computed, not measured: 9 unconnected molecules or ions with the total composition C14H46O14 at a distorted geometry, with the ωB97M-V functional and the def2-TZVPD basis.

Summary:
- HOMO-LUMO gap: 9.8 eV
- Molar mass: 438.51 g/mol
- E: -1614.055438 Eh
- SMILES: OCCO.OCCO.OCCO.OCCO.OCCO.CO.CO.CO.CO
- Highest occupied orbital energy: -9.891 eV
- Relative energy (zero: lowest compared OMol25 entry of this formula, charge and spin): 464.7 kJ/mol

```
74
C14H46O14 | OMol25 | the ωB97M-V functional and the def2-TZVPD basis
C -1.06 3.49 -3.86
O -1.64 4.66 -4.53
H -0.53 3.85 -2.97
H -1.88 2.81 -3.60
H -0.38 2.93 -4.51
H -2.17 4.21 -5.18
C -7.27 1.23 -2.28
O -6.13 0.83 -1.44
H -7.57 0.62 -3.13
H -8.09 1.43 -1.59
H -7.00 2.22 -2.67
H -6.16 -0.12 -1.33
C -4.72 5.31 1.00
O -4.91 5.83 2.37
H -5.20 4.33 0.99
H -5.07 5.94 0.18
H -3.64 5.20 0.97
H -4.05 5.75 2.78
C -1.09 -0.05 0.09
O -1.22 1.13 0.93
H -1.22 -0.95 0.69
H -2.02 -0.06 -0.50
H -0.23 -0.20 -0.56
H -2.11 1.23 1.27
C -2.28 -5.56 -0.80
C -3.74 -5.06 -0.65
O -4.08 -4.40 -1.89
O -2.51 -6.70 -1.63
H -1.90 -5.90 0.16
H -1.74 -4.80 -1.38
H -3.78 -4.32 0.15
H -4.32 -5.91 -0.29
H -4.84 -4.89 -2.21
H -2.86 -6.41 -2.48
C 4.20 -3.54 3.34
C 2.92 -2.69 3.43
O 1.72 -3.43 3.56
O 4.23 -4.44 2.27
H 4.24 -4.15 4.24
H 5.08 -2.89 3.34
H 2.71 -1.99 2.62
H 3.16 -1.91 4.15
H 1.71 -4.04 2.82
H 5.01 -4.21 1.75
C -1.27 1.40 7.53
C -1.35 -0.13 7.22
O -1.76 -0.34 5.92
O -0.40 1.88 6.59
H -1.14 1.51 8.61
H -2.22 1.92 7.43
H -1.91 -0.66 7.98
H -0.37 -0.62 7.29
H -1.15 -0.99 5.56
H -0.74 1.45 5.80
C 5.66 -0.88 -6.56
C 4.76 -1.38 -5.47
O 3.67 -0.53 -5.21
O 5.16 -0.74 -7.97
H 6.63 -1.38 -6.59
H 5.91 0.13 -6.24
H 5.23 -1.60 -4.51
H 4.25 -2.24 -5.90
H 3.02 -1.05 -4.73
H 4.30 -0.32 -7.94
C 4.51 3.86 -0.05
C 4.21 2.34 -0.21
O 4.97 1.54 0.59
O 5.71 4.24 -0.64
H 4.42 4.24 0.97
H 3.76 4.46 -0.58
H 4.14 1.91 -1.21
H 3.19 2.17 0.14
H 5.77 1.32 0.10
H 5.47 4.16 -1.57
```

***

Computed, not measured: 9 unconnected molecules or ions with the total composition C14H46O9 at a distorted geometry, with the ωB97M-V functional and the def2-TZVPD basis.

Summary:
- HOMO-LUMO gap: 9.8 eV
- Molar mass: 358.51 g/mol
- E: -1238.048703 Eh
- SMILES: CCO.CCO.CCO.CCO.CCO.CCO.CCO.O.O
- Highest occupied orbital energy: -9.830 eV
- Relative energy (zero: lowest compared OMol25 entry of this formula, charge and spin): 169.7 kJ/mol

```
69
C14H46O9 | OMol25 | the ωB97M-V functional and the def2-TZVPD basis
O 0.91 -3.28 -1.18
H 0.44 -3.74 -0.48
H 0.60 -2.36 -1.13
O 2.72 -1.71 -3.11
H 1.85 -1.29 -3.13
H 2.60 -2.50 -2.57
C 1.97 -1.88 4.34
C 0.60 -2.46 4.55
O -0.23 -1.50 5.22
H 1.83 -0.98 3.74
H 2.67 -2.51 3.79
H 2.34 -1.56 5.31
H 0.61 -3.40 5.13
H 0.12 -2.75 3.61
H -0.88 -2.05 5.66
C -0.21 0.88 -5.97
C 0.55 0.48 -4.70
O 0.15 -0.89 -4.47
H 0.08 0.38 -6.90
H 0.02 1.92 -6.23
H -1.28 0.68 -5.88
H 0.32 1.15 -3.86
H 1.63 0.37 -4.75
H -0.80 -1.00 -4.48
C 3.90 -1.81 0.63
C 4.25 -0.64 -0.29
O 5.55 -0.93 -0.83
H 3.93 -2.76 0.11
H 2.98 -1.65 1.21
H 4.73 -1.85 1.33
H 4.40 0.24 0.35
H 3.60 -0.39 -1.12
H 5.50 -1.84 -1.16
C -3.27 -0.82 3.32
C -4.15 -1.36 4.43
O -5.27 -2.12 3.94
H -2.52 -0.19 3.80
H -3.90 -0.22 2.67
H -2.71 -1.61 2.81
H -4.68 -0.56 4.95
H -3.66 -1.94 5.23
H -4.94 -2.85 3.39
C -3.32 2.83 0.10
C -2.88 3.38 -1.26
O -2.06 2.34 -1.86
H -3.64 1.80 0.00
H -4.17 3.43 0.43
H -2.52 2.90 0.84
H -2.19 4.22 -1.15
H -3.78 3.69 -1.80
H -2.57 1.85 -2.52
C -0.56 -0.94 1.03
C -0.07 -0.11 -0.16
O -0.38 -0.82 -1.37
H -0.70 -0.33 1.93
H 0.03 -1.85 1.16
H -1.57 -1.34 0.93
H 1.01 0.03 -0.10
H -0.53 0.88 -0.11
H -0.79 -0.19 -1.97
C 0.98 3.75 -0.40
C 1.30 3.32 -1.82
O 0.22 3.59 -2.70
H 0.90 4.83 -0.28
H 1.78 3.50 0.31
H 0.09 3.34 0.08
H 1.52 2.25 -1.91
H 2.13 3.85 -2.27
H -0.57 3.08 -2.41
```

***

Computed, not measured: 9 unconnected molecules or ions with the total composition C14H46O9 at a distorted geometry, with the ωB97M-V functional and the def2-TZVPD basis.

Summary:
- HOMO-LUMO gap: 10.4 eV
- Molar mass: 358.51 g/mol
- E: -1238.040874 Eh
- SMILES: CCO.CCO.CCO.CCO.CCO.CCO.CCO.O.O
- Highest occupied orbital energy: -9.967 eV
- Relative energy (zero: lowest compared OMol25 entry of this formula, charge and spin): 190.2 kJ/mol

```
69
C14H46O9 | OMol25 | the ωB97M-V functional and the def2-TZVPD basis
C -7.69 -8.35 -18.21
C -6.90 -7.50 -19.05
O -7.21 -7.66 -20.42
H -8.77 -8.18 -18.21
H -7.52 -8.35 -17.13
H -7.62 -9.41 -18.42
H -5.85 -7.63 -18.78
H -7.21 -6.50 -18.75
H -7.53 -6.84 -20.80
C -5.63 -11.73 -19.56
C -6.59 -12.85 -19.24
O -7.50 -12.35 -18.23
H -5.03 -11.39 -18.71
H -6.16 -10.86 -19.92
H -4.93 -11.93 -20.37
H -6.15 -13.80 -18.92
H -7.16 -13.12 -20.13
H -8.35 -12.14 -18.61
C -9.13 -15.41 -21.39
C -9.09 -16.75 -22.03
O -7.77 -16.93 -22.53
H -10.20 -15.21 -21.31
H -8.61 -14.69 -22.02
H -8.58 -15.24 -20.46
H -9.71 -16.86 -22.92
H -9.50 -17.46 -21.30
H -7.64 -17.86 -22.70
C -6.61 -12.89 -23.25
C -6.27 -14.05 -24.19
O -7.38 -14.89 -24.39
H -5.78 -12.20 -23.08
H -6.89 -13.28 -22.27
H -7.42 -12.27 -23.65
H -5.43 -14.64 -23.81
H -6.05 -13.76 -25.22
H -7.44 -15.49 -23.64
C -3.92 -14.74 -20.79
C -3.10 -15.79 -21.65
O -3.29 -17.01 -20.97
H -4.79 -15.14 -20.27
H -4.23 -13.92 -21.44
H -3.35 -14.32 -19.96
H -2.04 -15.59 -21.78
H -3.43 -15.88 -22.69
H -3.16 -17.69 -21.64
C -9.99 -12.05 -21.76
C -9.41 -11.04 -20.74
O -9.88 -11.30 -19.44
H -11.00 -11.82 -22.09
H -9.99 -13.04 -21.32
H -9.36 -12.06 -22.66
H -9.58 -10.03 -21.12
H -8.32 -11.05 -20.69
H -10.73 -10.87 -19.40
C -10.16 -11.79 -15.82
C -9.60 -10.36 -16.12
O -9.52 -9.69 -14.87
H -11.14 -11.76 -15.34
H -9.40 -12.30 -15.22
H -10.33 -12.28 -16.77
H -10.28 -9.77 -16.74
H -8.58 -10.43 -16.50
H -9.55 -8.73 -14.96
O -7.89 -14.31 -16.40
H -7.06 -14.64 -16.05
H -7.63 -13.64 -17.03
O -5.82 -11.47 -16.09
H -6.46 -11.70 -16.77
H -6.33 -10.98 -15.44
```